1.
Entry from OMol25: one molecule with the formula C4H8O2 (the ωB97M-V functional and the def2-TZVPD basis).

The geometry in ORCA input format:
```
! wB97M-V def2-TZVPD RIJCOSX def2/J DEFGRID3
* xyz 0 1
C -1.988 -0.736 0.988
C -0.599 -0.177 0.885
C 1.495 -0.049 -0.851
O 2.236 -0.335 0.302
C 0.568 1.143 -0.681
O -0.665 0.739 -0.044
H -2.393 -0.719 2.002
H -1.869 -1.797 0.726
H -2.682 -0.267 0.280
H 2.196 0.150 -1.664
H 0.870 -0.904 -1.161
H 1.555 -0.523 0.976
H 0.224 1.532 -1.642
H 1.051 1.942 -0.114
*
```

Gap between HOMO and LUMO: 9.67 eV
ΔE to the lowest compared entry with this formula, charge and spin: 82.2 kcal/mol
HOMO level: -0.324 Eh

2.
Entry from OMol25: C17H51Be2O17 as an isolated structure (the ωB97M-V functional and the def2-TZVPD basis).

The geometry in ORCA input format:
```
! wB97M-V def2-TZVPD RIJCOSX def2/J DEFGRID3
* xyz 2 2
Be -3.230 -1.013 2.793
Be 0.867 -1.768 2.241
C -1.103 0.030 -0.110
O -1.268 -0.621 1.130
H -0.275 -0.429 -0.649
H -1.972 0.153 -0.756
H -0.763 1.066 -0.104
C -3.950 -3.009 0.427
C -4.613 -3.938 1.494
O -4.112 -3.551 2.800
O -4.505 -1.649 0.564
H -4.223 -3.307 -0.585
H -2.865 -3.028 0.528
H -4.338 -4.986 1.372
H -5.702 -3.957 1.528
H -4.408 -4.167 3.474
H -4.585 -1.311 -0.331
C 1.202 -0.770 -3.880
C 2.324 -0.983 -4.918
O 3.045 0.204 -5.236
O 1.774 -0.451 -2.613
H 0.705 -1.740 -3.838
H 0.446 -0.042 -4.175
H 1.891 -1.307 -5.865
H 2.990 -1.820 -4.706
H 3.917 0.010 -4.884
H 1.803 0.495 -2.453
C -0.234 -5.461 -0.343
C -0.515 -4.432 0.774
O 0.489 -4.169 1.755
O 0.696 -4.880 -1.252
H -1.103 -5.695 -0.958
H 0.187 -6.391 0.041
H -1.396 -4.788 1.308
H -0.764 -3.467 0.334
H 0.591 -4.991 2.240
H 0.214 -4.338 -1.882
C 3.393 -3.394 0.678
C 3.005 -2.294 -0.322
O 1.674 -1.920 -0.230
O 3.071 -3.063 2.017
H 4.474 -3.439 0.544
H 2.929 -4.349 0.432
H 3.327 -2.519 -1.339
H 3.595 -1.424 -0.035
H 1.367 -1.514 -1.044
H 3.381 -3.809 2.536
C -2.538 4.329 1.992
C -1.278 3.531 2.432
O -1.177 3.642 3.827
O -3.101 3.832 0.806
H -2.215 5.356 1.820
H -3.283 4.298 2.786
H -0.375 3.859 1.917
H -1.284 2.454 2.266
H -1.538 2.860 4.251
H -2.475 4.126 0.140
C 1.860 3.462 -0.129
C 2.446 2.184 -0.909
O 1.699 2.103 -2.034
O 2.106 4.626 -0.864
H 2.389 3.480 0.824
H 0.811 3.201 0.015
H 2.449 1.232 -0.378
H 3.506 2.321 -1.124
H 2.271 2.541 -2.670
H 1.313 4.856 -1.353
C 1.401 1.385 3.169
C 2.878 1.051 2.826
O 2.742 0.038 1.886
O 0.765 0.254 3.764
H 0.798 1.742 2.333
H 1.306 2.256 3.817
H 3.461 0.734 3.690
H 3.297 1.963 2.399
H 3.650 0.056 1.573
H -0.135 0.496 3.991
C -2.377 3.236 -2.413
C -2.118 4.683 -2.093
O -1.171 4.824 -1.011
O -1.241 2.727 -3.060
H -3.201 3.181 -3.124
H -2.694 2.702 -1.518
H -3.091 5.130 -1.889
H -1.798 5.188 -3.004
H -0.970 5.763 -0.993
H -0.518 2.527 -2.460
*
```

Gap between HOMO and LUMO (alpha / beta): 5.72 / 5.44 eV
HOMO level (alpha / beta): -0.507 / -0.507 Eh

3.
Entry from OMol25: C15H7Cl4CoNOS as an isolated structure (the ωB97M-V functional and the def2-TZVPD basis).

The geometry in ORCA input format:
```
! wB97M-V def2-TZVPD RIJCOSX def2/J DEFGRID3
* xyz 0 4
Co 0.494 -0.450 0.060
Cl -0.750 -3.645 -3.494
C -1.587 -2.201 -3.061
C -2.751 -1.841 -3.755
C -3.444 -0.704 -3.442
Cl -4.878 -0.300 -4.327
C -2.999 0.144 -2.402
C -3.625 1.338 -1.988
C -3.083 2.066 -0.961
C -1.913 1.613 -0.336
N -1.310 0.503 -0.703
C -1.826 -0.234 -1.715
C -1.085 -1.422 -2.027
O -0.016 -1.684 -1.337
H -3.098 -2.485 -4.552
H -4.526 1.663 -2.489
H -3.544 2.984 -0.626
H -1.458 2.164 0.479
Cl 2.398 -1.548 0.793
C 3.028 -0.574 2.088
C 4.181 -1.000 2.720
C 4.699 -0.240 3.752
C 4.063 0.929 4.138
C 2.910 1.340 3.494
Cl 2.150 2.801 4.004
C 2.349 0.597 2.440
S 0.894 1.132 1.640
H 4.665 -1.915 2.407
H 5.600 -0.561 4.256
H 4.462 1.529 4.944
*
```

Gap between HOMO and LUMO (alpha / beta): 7.49 / 7.33 eV
HOMO level (alpha / beta): -0.291 / -0.295 Eh

4.
Entry from OMol25: one molecule with the formula C2HClO4 (the ωB97M-V functional and the def2-TZVPD basis).

The geometry in ORCA input format:
```
! wB97M-V def2-TZVPD RIJCOSX def2/J DEFGRID3
* xyz 0 1
O 0.245 -1.525 1.429
C 0.189 -0.516 0.874
O 0.240 0.839 1.377
O 0.348 1.449 0.131
C 0.243 0.137 -0.497
O -1.056 -0.011 -1.241
Cl 1.536 -0.422 -1.428
H -1.745 0.049 -0.646
*
```

Gap between HOMO and LUMO: 11.38 eV
SMILES string: O=C1OO[C@@]1(O)Cl
ΔE to the lowest compared entry with this formula, charge and spin: 118.6 kcal/mol
HOMO level: -0.407 Eh

5.
Entry from OMol25: one molecule with the formula C3H5N5O (the ωB97M-V functional and the def2-TZVPD basis).

The geometry in ORCA input format:
```
! wB97M-V def2-TZVPD RIJCOSX def2/J DEFGRID3
* xyz 0 1
H -2.574 0.387 -2.460
N -2.048 0.011 -1.563
C -0.767 -0.132 -1.569
C -0.235 -0.675 -0.226
O -1.312 -0.815 0.667
C 0.974 -0.018 0.553
N 2.283 -0.292 0.487
N 2.892 0.443 1.423
N 2.031 1.188 2.033
N 0.842 0.887 1.589
H 0.029 -0.074 -2.405
H 0.045 -1.671 -0.649
H -2.115 -0.451 0.263
H -0.045 1.213 1.857
*
```

Gap between HOMO and LUMO: 10.98 eV
SMILES string: [H]/N=C/[C@H](O)c1nnn[nH]1
ΔE to the lowest compared entry with this formula, charge and spin: 44.6 kcal/mol
HOMO level: -0.384 Eh

6.
Entry from OMol25: C10H10EuN2O4 as an isolated structure (the ωB97M-V functional and the def2-TZVPD basis).

The geometry in ORCA input format:
```
! wB97M-V def2-TZVPD RIJCOSX def2/J DEFGRID3
* xyz 3 7
Eu -0.197 0.277 0.311
C 1.023 -1.749 -0.211
O 1.611 -2.724 -0.370
C 0.137 0.259 -2.043
O 0.264 0.310 -3.172
C 1.784 1.065 0.247
O 2.794 1.600 0.385
C -1.816 -1.006 -0.254
O -2.791 -1.599 -0.392
C -2.683 4.316 1.039
H -3.549 3.832 1.491
H -1.946 4.751 1.715
C -2.620 4.532 -0.304
H -1.831 5.146 -0.740
H -3.433 4.227 -0.963
C 2.449 -1.059 2.765
C 1.019 -0.908 3.158
N 0.032 -0.545 2.380
C -1.170 -0.528 3.128
C -0.839 -0.894 4.381
N 0.532 -1.124 4.372
H 2.820 -0.102 2.425
H 2.987 -1.379 3.645
H 2.521 -1.806 1.988
H -2.146 -0.260 2.694
H -1.488 -1.007 5.262
H 1.068 -1.421 5.186
*
```

Gap between HOMO and LUMO (alpha / beta): 3.17 / 3.74 eV
ΔE to the lowest compared entry with this formula, charge and spin: 75.0 kcal/mol
HOMO level (alpha / beta): -0.664 / -0.665 Eh

| no. | molecular weight (g/mol) | strongest force on any atom (eV Å⁻¹) | E (a.u.) |
| --- | --- | --- | --- |
| 1 | 88.11 | 0.596 | -307.5815 |
| 2 | 545.60 | 3.684 | -1985.9714 |
| 3 | 450.04 | 1.406 | -4327.5969 |
| 4 | 124.48 | 5.600 | -837.8281 |
| 5 | 127.11 | 4.024 | -466.2519 |
| 6 | 374.16 | 11.983 | -1506.5329 |